# 1
Computed, not measured: one molecule with the formula C23H24N2O4S, with ωB97M-V/def2-TZVPD.

XYZ file:
```
54
Properties=species:S:1:pos:R:3:forces:R:3
C -0.93994 1.58303 -1.94341 0.0 0.1 -0.1
H -0.18951 -1.57088 -1.01415 0.1 -0.1 0.1
C -1.18588 2.12671 -0.69318 0.0 -0.2 0.0
C 2.17087 0.51354 -2.69028 0.5 0.7 0.4
H -5.19856 -2.64725 4.75270 -0.1 0.0 0.1
C -4.58484 -3.66851 2.97169 -0.1 -0.1 -0.1
H 0.40103 -3.46993 3.03643 0.0 0.1 -0.1
C -4.38165 -2.86175 4.08030 0.0 0.0 0.0
H 2.37714 -0.69353 -0.93401 -0.1 -0.1 0.1
H 1.80227 -1.43844 -3.09455 0.0 -0.2 0.0
H 3.28795 1.11784 0.44398 0.0 0.0 0.1
C 2.38295 1.77031 -3.26437 0.1 -0.1 0.0
C -3.13353 -2.32996 4.33322 0.2 0.1 0.0
C -0.66388 0.02647 0.34863 0.1 0.2 -0.6
H -0.39549 1.89451 2.43853 0.0 0.0 0.1
C -1.28078 1.98741 1.81004 0.0 0.0 -0.1
H -0.94438 -0.40519 2.34597 0.1 -0.2 -0.1
C 3.20203 2.57929 -1.12083 0.0 0.0 0.0
H -2.95417 -1.70313 5.19283 0.0 0.1 0.1
C 3.02824 1.31153 -0.58668 0.0 0.0 0.0
C 0.27371 -2.38214 3.08100 0.3 -0.2 -0.1
H 3.15365 4.60747 -0.43696 0.0 0.1 0.0
O -0.53223 -1.82112 -3.69162 0.2 -0.1 0.3
H -1.46934 -3.62181 1.67259 0.1 0.0 -0.1
H -1.02131 2.16591 -2.84586 0.0 0.1 -0.1
C -0.58690 0.25391 -2.02904 0.0 -0.1 -0.5
C -2.07067 -2.60325 3.47504 -0.3 -0.1 0.1
C 2.51471 0.28915 -1.36278 0.1 0.0 -0.2
C 3.74677 3.70594 -0.29527 0.0 0.0 -0.1
O 1.03015 -2.29601 0.80147 0.2 -0.2 -0.1
C 0.31806 -1.81864 1.65504 -0.1 0.0 0.5
C -3.53001 -3.93440 2.11869 -0.1 0.0 0.0
H -1.51587 3.04284 1.70624 0.0 0.0 0.0
H 1.12012 -1.96335 3.63586 -0.1 -0.1 -0.1
C -1.04421 1.37234 0.46269 0.0 -0.1 0.0
H -5.56022 -4.08599 2.77533 -0.1 0.0 0.0
H -2.11646 1.50394 2.31805 -0.1 0.0 0.1
C -2.27215 -3.40551 2.36011 0.3 0.1 0.1
H 3.04855 3.75799 -2.89171 0.0 0.1 -0.1
H -1.47492 3.16378 -0.61106 0.0 0.1 0.0
N 1.58015 -0.52028 -3.45573 -0.7 -0.3 -0.3
H -3.67857 -4.55822 1.25040 0.0 0.0 -0.1
C -0.45688 -0.53345 -0.90577 -0.1 -0.2 0.1
H 2.70825 1.31285 -5.31156 0.0 0.0 -0.1
H 1.07345 1.82011 -4.95426 0.1 0.1 -0.1
N -0.48320 -0.73475 1.50704 -0.3 0.3 0.3
O -0.48084 0.44101 -4.64682 0.1 0.2 0.3
H 4.77024 3.93054 -0.59530 0.1 0.1 0.0
C 2.11731 2.00717 -4.71614 -0.1 0.0 -0.1
H 3.74950 3.44837 0.76083 0.0 0.0 0.1
C 2.88714 2.78034 -2.45906 0.0 -0.1 0.1
O -0.87236 -2.01412 3.80876 -0.2 0.1 0.1
S -0.10200 -0.45813 -3.59861 -0.2 -0.1 0.1
H 2.37650 3.02546 -4.99445 0.0 0.1 0.0
```
Positions in Å, forces in eV/Å.

Properties
Gap between HOMO and LUMO   0.3320 hartree
ΔE to the lowest compared entry with this formula, charge and spin   1.043 eV
SMILES string   Cc1ccc(NS(=O)(=O)c2ccc(C)c(NC(=O)COc3ccccc3)c2)c(C)c1
E_HOMO   -0.3168 hartree
2S+1   1
LUMO level   0.414 eV
Total energy   -46246.511 eV

***

# 2
Computed, not measured: one molecule with the formula C23H24N2O5, with ωB97M-V/def2-TZVPD.

XYZ file:
```
54
Properties=species:S:1:pos:R:3:forces:R:3
H -1.87653 -0.75172 2.32470 -0.1 0.0 0.1
N 0.28153 2.36556 -0.88490 0.3 0.1 0.1
O -0.15347 4.42578 0.00398 0.0 0.1 0.2
H -5.62007 1.90910 0.84551 0.3 -0.2 -0.1
C -1.37810 -0.84421 1.37483 0.0 0.0 0.1
H 3.34927 -3.18809 -0.75029 0.0 -0.1 0.0
C 3.89588 -2.28818 -0.51048 0.0 -0.1 -0.1
H -0.25383 0.93384 1.69564 0.0 0.1 0.1
H -2.98520 3.44274 -0.58847 0.1 0.0 0.1
H 2.15771 -1.25333 0.17767 0.0 0.0 0.0
C 1.10600 1.18789 -0.63911 0.1 -0.4 0.0
H -3.44052 -3.60816 -0.91367 0.0 0.0 -0.1
H 1.63437 0.90519 -1.56061 -0.1 0.0 0.1
H -1.91038 0.71152 -1.45835 -0.1 0.0 -0.1
O 2.11854 3.63365 1.78434 -0.2 0.1 -0.2
C 3.91307 -0.03233 0.31863 0.3 -0.2 0.0
C -3.91136 1.62679 0.03130 0.0 -0.2 0.0
H -2.00569 2.39203 0.42919 -0.1 0.1 0.0
H -0.84500 3.50084 -2.14352 0.1 -0.1 -0.1
C 0.21428 0.04880 -0.19647 0.0 -0.2 -0.3
C -0.68627 2.43533 -1.94964 -0.4 0.1 -0.2
C -2.91608 -3.94613 -0.01104 0.1 0.0 -0.1
C -2.70399 2.40488 -0.41203 0.0 -0.1 -0.2
H -1.14128 -2.80422 -1.37524 -0.1 -0.1 0.0
C 2.05253 1.67301 0.42579 0.1 0.2 0.2
C 3.21848 -1.19528 -0.00178 0.0 0.2 0.1
H 5.78939 -3.08881 -1.10968 0.0 -0.1 0.0
C -3.62826 -2.48428 1.83651 0.0 0.2 0.2
H -3.22569 -2.46155 2.85255 -0.1 0.0 0.0
C 3.24718 1.16182 0.85959 -0.4 0.3 0.0
C -0.04728 -1.02895 -1.03266 0.1 0.4 0.3
H -0.25601 1.96705 -2.84020 0.0 0.1 0.0
C 5.29711 0.00638 0.14496 -0.1 0.1 0.0
C -1.67552 -1.92011 0.52299 0.3 0.1 -0.1
H 7.03523 -1.04322 -0.51357 0.1 0.0 0.0
O 3.94920 1.80124 1.78557 0.0 0.1 0.0
O -4.04468 0.43150 -0.02196 0.0 -0.2 -0.1
C 5.96551 -1.08576 -0.37284 0.1 0.0 0.0
C 5.26604 -2.23452 -0.70658 0.0 0.0 0.0
H -2.00108 -4.46130 -0.30519 0.0 0.0 -0.1
C 0.46233 3.38166 -0.00896 -0.3 0.5 -0.3
H 0.46549 -1.10385 -1.98225 0.1 0.0 -0.1
H -2.68055 1.90422 -2.50658 0.0 0.0 0.0
H -4.04195 -1.50204 1.59148 0.0 0.0 0.1
C -0.45512 0.11324 1.02013 0.1 -0.1 -0.2
C -0.96217 -1.99952 -0.68186 -0.2 -0.2 0.0
H 3.45815 2.62997 2.04731 -0.1 -0.2 -0.1
N -2.60309 -2.86166 0.88657 -0.2 -0.2 0.0
H 5.83522 0.90325 0.41070 0.1 0.1 0.0
C 1.61236 2.96424 0.88658 0.7 -0.4 0.4
C -2.03640 1.77959 -1.63407 0.1 0.0 0.2
O -4.85837 2.42537 0.53712 -0.4 0.6 0.2
H -4.43331 -3.21444 1.81007 0.0 0.0 0.0
H -3.54761 -4.66481 0.50826 0.0 0.0 0.0
```
Positions in Å, forces in eV/Å.

Properties
Gap between HOMO and LUMO   0.2686 hartree
ΔE to the lowest compared entry with this formula, charge and spin   0.990 eV
SMILES string   CN(C)c1ccc([C@@H]2/C(=C(/O)c3ccccc3)C(=O)C(=O)N2CCCC(=O)O)cc1
E_HOMO   -0.2825 hartree
2S+1   1
LUMO level   -0.381 eV
Total energy   -37459.348 eV

***

# 3
Computed, not measured: C23H24N3O4SScSe2 as an isolated structure at a distorted geometry, with ωB97M-V/def2-TZVPD.

XYZ file:
```
58
Properties=species:S:1:pos:R:3:forces:R:3
H 4.53777 1.50823 0.82422 -0.2 0.2 0.0
C 4.99647 -2.86565 -1.95174 0.4 0.4 -0.2
C 2.15960 2.73906 0.75782 0.0 0.1 -0.2
H -4.70712 3.14366 -2.96591 0.0 0.1 0.0
H -4.27066 2.86121 -0.48995 -0.2 0.2 -0.2
C -4.15495 2.29640 -2.58431 0.2 -0.8 -0.9
C -4.49133 -2.85600 2.32710 0.1 -0.1 0.8
C -2.87728 -0.01946 -1.63330 -0.2 1.3 0.2
C -2.26614 -1.33460 -1.04016 0.1 0.6 -0.9
O -0.29361 -2.78688 -3.62223 -0.2 -0.3 -0.1
C -3.96855 2.12564 -1.22295 0.7 -0.3 0.3
H 2.60947 3.75145 0.66221 -0.2 -0.7 0.0
H 2.94493 4.02735 2.94719 0.1 -0.1 -0.1
H 1.08814 2.87956 0.88541 0.0 0.0 0.2
Se 2.33168 1.94515 -1.09164 -0.1 -0.5 0.6
Sc 1.61996 -0.62230 -0.78769 0.7 2.1 2.2
N -0.02614 -1.47183 -1.73511 0.7 -0.3 -0.6
H 0.85166 4.02133 3.52637 0.5 -0.9 0.0
O -0.31380 -0.23889 0.13661 -0.8 -1.0 -1.3
O 1.18432 3.10512 3.63030 0.6 0.6 -0.5
C -5.17601 -2.39689 1.20503 -0.1 -0.7 0.0
C 3.68232 -2.56341 -1.93013 -0.2 -0.5 0.6
H -4.99588 -1.40571 -0.70974 0.1 -0.4 0.3
C 4.29932 1.87535 1.82740 0.1 -0.2 0.2
C -3.30934 1.00044 -0.73092 0.0 -1.2 -1.2
H 5.65765 3.30918 1.46882 -0.4 -0.3 0.2
C 2.58898 3.03165 3.19682 -1.2 -0.6 0.5
H -2.75415 -2.85606 -2.54265 0.3 0.4 0.1
H 1.04046 0.65256 2.29098 1.7 0.5 0.2
H -3.81383 1.49360 -4.59597 0.3 -0.1 0.9
C -2.94284 0.23753 -3.03420 0.2 -0.7 0.9
C -0.75289 -2.27574 -2.63567 0.1 0.5 0.8
N -2.01110 -2.30665 -2.11730 -1.5 -0.7 -0.1
C 2.18281 0.70192 2.38623 -2.4 -1.5 -0.7
H -5.02553 -3.31481 3.17972 0.2 0.5 -0.6
O 5.01095 3.08023 2.15258 0.1 0.1 -0.5
H 2.43193 0.44571 3.39743 0.0 0.3 0.6
H 5.50114 -3.79959 -1.92229 0.0 -0.7 -0.2
S 5.94721 -1.42236 -2.04054 -0.6 -0.8 0.0
H 4.61766 1.08565 2.51179 0.1 0.1 0.1
C -0.80238 -0.97240 -0.79029 -0.2 0.9 1.4
C -3.05398 -1.85778 0.15910 -0.2 -0.2 0.4
H 3.16864 2.63862 4.04844 -0.2 0.2 -0.2
C -2.35998 -2.29256 1.30658 -0.6 0.1 -0.2
H -2.59466 -2.94659 3.36170 -0.2 -0.2 -0.5
C -3.10894 -2.72984 2.41673 0.4 0.1 -0.2
H 2.85997 -3.27394 -1.98756 0.2 0.1 0.2
H -2.42595 -0.47304 -3.70744 -0.7 0.5 0.3
H -6.24701 -2.53479 1.13286 0.0 0.2 0.1
Se 2.69417 -1.18138 1.61909 -0.2 1.2 -0.9
H 4.60359 0.50262 -2.00434 -0.5 0.8 0.2
C 2.77079 2.04361 1.99893 0.8 0.7 -0.7
C 4.51277 -0.55594 -1.98223 0.6 1.1 0.5
H -1.25443 -2.27570 1.34647 -0.8 0.1 0.1
H -3.17915 0.86522 0.33834 0.0 0.0 -0.1
C -4.48333 -1.87967 0.13481 1.6 0.6 -0.4
N 3.40191 -1.21010 -1.81061 1.1 -1.1 -1.7
C -3.63533 1.35252 -3.51023 -0.3 0.5 0.4
```
Positions in Å, forces in eV/Å.

Properties
Gap between HOMO and LUMO   0.2708 hartree
ΔE to the lowest compared entry with this formula, charge and spin   1.301 eV
E_HOMO   -0.2771 hartree
2S+1   1
LUMO level   -0.173 eV
Total energy   -199131.979 eV

***

# 4
Computed, not measured: a 2-piece molecular cluster, C23H24N3O6 overall at a distorted geometry, with ωB97M-V/def2-TZVPD.

XYZ file:
```
56
Properties=species:S:1:pos:R:3:forces:R:3
H 3.60525 -1.01839 -2.28591 0.1 0.3 0.3
H -4.47989 -1.20524 -3.49100 -0.3 0.1 -0.1
H 0.10895 -2.18704 1.66350 0.1 -0.2 0.0
C -2.43999 -1.32299 2.56387 0.7 0.1 -0.5
H -3.58222 1.52852 0.25865 0.0 0.1 -0.2
C 4.71364 -0.63959 1.58204 0.6 -0.3 -0.1
N -3.35422 -2.86130 -3.05095 -0.8 -0.4 0.0
C 4.46220 0.95314 -1.94799 -0.3 0.3 -0.3
H 4.94067 0.94785 -2.92742 0.0 -0.1 -0.1
C -2.43582 -0.68044 -3.39283 0.2 0.0 0.0
C -3.27385 0.72763 0.90528 -1.1 0.1 0.1
H 4.80753 -1.31771 2.42798 0.0 -0.1 0.0
C -2.11591 -3.29176 -2.82010 -0.3 0.0 0.0
H -6.86787 2.01954 1.48351 0.1 -0.2 0.1
H -2.01166 -4.34341 -2.59469 0.0 -0.3 0.0
H -4.43484 -1.32158 3.30989 -0.2 -0.1 0.2
C -1.98145 0.28312 0.84920 0.7 -0.5 0.4
H 0.89562 3.60142 2.22057 0.2 -0.2 -0.1
O -0.18811 1.70437 2.16680 0.4 0.1 0.2
C -0.11058 -1.13046 1.68862 0.2 0.6 0.0
H 4.10054 1.96655 -1.77869 0.0 0.1 0.1
C -4.18679 0.16539 1.80561 0.1 -0.2 0.1
O 1.54964 -1.77517 -2.38965 1.5 -0.1 0.5
H 2.44268 3.88106 1.38020 0.1 0.0 0.1
N 2.03993 1.90129 1.87556 0.1 -1.3 -0.1
O -5.50528 0.58093 1.95747 1.1 -0.6 0.1
C 2.29509 -0.89181 1.62003 0.4 -1.1 -0.1
H 5.47426 0.13709 1.65419 -0.3 0.0 -0.1
H -5.17247 2.54897 1.47922 0.0 0.1 -0.1
C -0.03708 -0.26500 -3.15566 1.8 1.0 0.2
H -1.28013 0.75550 0.18437 0.0 0.0 -0.3
C 0.96391 -0.29990 1.71010 -0.3 0.1 -0.1
H 4.84761 -1.20318 0.66130 0.0 -0.1 0.0
H -0.03168 -2.90475 -2.62906 -0.2 -0.1 0.0
C -1.00762 -2.50179 -2.83834 0.3 -0.4 0.0
H 2.95962 -0.18834 -0.86056 0.4 -0.1 -0.1
O 2.43867 -2.09886 1.56228 0.5 0.3 0.1
O 4.30575 2.04594 1.66582 -0.5 0.0 0.1
H -2.60413 0.36375 -3.59504 -0.1 0.3 -0.1
H 5.22494 0.73733 -1.19886 -0.1 -0.1 0.0
H -0.19294 0.75238 -3.45767 -0.1 0.5 0.0
H -5.80338 1.51586 0.15337 0.0 0.2 -0.1
C 0.86483 1.14471 1.92577 -0.8 0.6 0.1
H 2.42405 3.51127 3.11800 0.1 0.2 0.0
C -1.12614 -1.13403 -3.14428 0.2 -0.1 0.1
H -2.10745 -2.10575 3.22382 0.0 -0.2 0.2
C -5.84838 1.73134 1.22207 -0.1 0.1 -0.1
C 3.31382 -0.03402 -1.89057 0.5 -0.6 0.4
O 2.19030 0.40152 -2.61765 0.3 0.3 -0.3
C -1.51547 -0.73203 1.69377 -0.5 0.3 -0.1
C 1.94456 3.31022 2.16192 0.2 0.6 0.0
N 3.40393 -0.04203 1.60062 -1.1 0.7 0.4
C -3.47480 -1.56088 -3.32196 -0.2 -0.2 0.0
C 1.27809 -0.62240 -2.70966 -3.0 -0.5 -0.8
C 3.31076 1.34737 1.70497 0.3 0.2 -0.1
C -3.73665 -0.88419 2.61818 -0.9 0.5 0.0
```
Positions in Å, forces in eV/Å.

Properties
Gap between HOMO and LUMO   0.1650 hartree
ΔE to the lowest compared entry with this formula, charge and spin   0.574 eV
E_HOMO   -0.1069 hartree
2S+1   1
LUMO level   1.580 eV
Net charge   -1
Total energy   -40997.602 eV